11
Properties=species:S:1:pos:R:3:forces:R:3:nbo_charge:R:1 method="wB97M-V/def2-TZVPD" homo_ha=-0.325 e_lumo_ev=0.94 smiles=C#Cc1cn[nH]c1
H -1.100 -2.044 0.045 0.036 0.334 -0.252 0.218
C -1.168 1.192 2.246 0.182 -0.241 -0.133 -0.219
H 1.623 1.281 -0.396 -0.336 -0.023 -0.201 0.228
H 1.415 -0.140 -2.513 -0.159 -0.190 0.300 0.413
H -1.747 1.809 2.893 0.121 -0.123 0.071 0.235
C -0.435 -1.275 -0.339 -0.062 -0.019 -0.101 -0.017
C -0.550 0.516 1.465 -0.169 0.346 0.297 -0.020
N 0.071 -1.357 -1.556 0.278 -0.025 0.120 -0.254
C 0.042 -0.127 0.343 -0.044 0.088 -0.150 -0.248
C 0.944 0.448 -0.534 -0.030 -0.107 0.004 -0.006
N 0.906 -0.303 -1.654 0.182 -0.041 0.045 -0.329

=====

11
Properties=species:S:1:pos:R:3:forces:R:3:nbo_charge:R:1 method="wB97M-V/def2-TZVPD" homo_ha=-0.323 e_lumo_ev=0.89 smiles=C#Cc1cn[nH]c1
H 2.176 1.147 -1.413 0.234 -0.170 0.225 0.411
H -3.384 -0.448 0.815 -0.042 0.043 0.600 0.237
H -0.599 -1.717 -0.802 0.344 0.228 -0.130 0.214
C 0.079 -0.109 0.576 0.028 0.174 -0.429 -0.244
H 1.524 1.587 0.994 -0.307 -0.027 -0.139 0.227
N 0.979 -0.481 -1.480 0.145 -0.141 0.251 -0.253
N 1.598 0.540 -0.856 -0.001 0.038 0.132 -0.337
C 0.099 -0.906 -0.604 -0.125 0.050 -0.225 -0.004
C 1.100 0.803 0.380 -0.158 -0.050 -0.125 -0.011
C -2.379 -0.323 1.154 0.493 0.293 0.080 -0.222
C -1.193 -0.093 1.235 -0.610 -0.438 -0.240 -0.019

=====

11
Properties=species:S:1:pos:R:3:forces:R:3:nbo_charge:R:1 method="wB97M-V/def2-TZVPD" homo_ha=-0.351 e_lumo_ev=-0.14 smiles=C#C[C@H]1N[C@H]1C#N
H 0.630 -0.959 3.270 -0.107 0.011 -0.235 0.243
N 1.939 0.489 -0.605 0.485 1.515 -0.308 -0.190
H -1.198 -1.369 -0.563 0.291 0.115 0.024 0.233
C 0.268 -0.836 2.271 -0.062 0.077 -0.284 -0.203
C 1.246 1.309 -1.104 0.792 -1.979 0.934 0.106
C -0.109 -0.683 1.140 0.212 0.124 0.161 -0.035
N -1.199 0.751 -0.658 -0.497 0.370 0.109 -0.535
H 0.020 -0.019 -2.286 -0.277 0.131 -0.025 0.231
C -0.610 -0.521 -0.208 -0.073 -0.129 0.105 -0.169
C 0.016 0.348 -1.269 -0.586 -0.129 -0.440 -0.052
H -1.002 1.491 0.013 -0.177 -0.105 -0.042 0.371

=====

11
Properties=species:S:1:pos:R:3:forces:R:3:nbo_charge:R:1 method="wB97M-V/def2-TZVPD" homo_ha=-0.322 e_lumo_ev=0.81 smiles=C#Cc1ccn[nH]1
C -0.803 -1.110 -0.170 0.044 0.047 -0.136 -0.258
C 2.244 0.189 -0.200 0.179 -0.487 0.395 -0.209
H -2.131 0.113 -1.478 -0.341 -0.061 0.378 0.215
C 1.515 -0.531 0.446 0.331 0.383 -0.269 -0.055
N -1.198 1.106 0.114 -0.452 -0.180 0.177 -0.228
H 0.265 1.336 1.504 -0.210 0.067 -0.205 0.407
N -0.306 0.678 0.992 0.065 0.194 -0.013 -0.289
H 2.701 0.924 -0.824 0.471 -0.353 0.135 0.241
H -0.882 -2.117 -0.550 0.350 0.197 -0.180 0.234
C -1.509 0.021 -0.598 -0.391 -0.063 0.056 -0.080
C 0.103 -0.609 0.763 -0.046 0.255 -0.338 0.022